{
  "formula": "C53H135N9O17",
  "method": "ωB97M-V/def2-TZVPD",
  "species": ["C", "O", "C", "C", "C", "N", "H", "H", "H", "H", "H", "H", "H", "H", "H", "H", "H", "C", "O", "C", "C", "C", "N", "H", "H", "H", "H", "H", "H", "H", "H", "H", "H", "H", "C", "O", "C", "C", "N", "C", "C", "O", "C", "H", "H", "H", "H", "H", "H", "H", "H", "H", "H", "H", "H", "H", "H", "H", "C", "O", "C", "C", "N", "C", "C", "O", "C", "H", "H", "H", "H", "H", "H", "H", "H", "H", "H", "H", "H", "H", "H", "H", "C", "O", "C", "C", "N", "C", "C", "O", "C", "H", "H", "H", "H", "H", "H", "H", "H", "H", "H", "H", "H", "H", "H", "H", "C", "O", "C", "C", "N", "C", "C", "O", "C", "H", "H", "H", "H", "H", "H", "H", "H", "H", "H", "H", "H", "H", "H", "H", "C", "O", "C", "C", "N", "C", "C", "O", "C", "H", "H", "H", "H", "H", "H", "H", "H", "H", "H", "H", "H", "H", "H", "H", "C", "O", "C", "C", "N", "C", "C", "O", "C", "H", "H", "H", "H", "H", "H", "H", "H", "H", "H", "H", "H", "H", "H", "H", "C", "O", "C", "C", "N", "C", "C", "O", "C", "H", "H", "H", "H", "H", "H", "H", "H", "H", "H", "H", "H", "H", "H", "H", "C", "C", "C", "O", "H", "H", "H", "H", "H", "H", "H", "H"],
  "coordinates": [[2.252, -8.562, 0.172], [3.093, -8.513, 1.350], [2.694, -7.494, 2.226], [3.538, -7.630, 3.557], [3.148, -8.826, 4.357], [3.304, -6.413, 4.379], [2.665, -9.341, -0.467], [2.154, -7.620, -0.367], [1.275, -8.949, 0.464], [2.973, -6.554, 1.750], [1.626, -7.482, 2.442], [4.604, -7.717, 3.347], [2.481, -8.593, 5.186], [3.947, -9.305, 4.923], [2.638, -9.619, 3.809], [2.294, -6.406, 4.373], [3.588, -5.588, 3.869], [-2.720, -6.779, 2.540], [-2.588, -6.827, 1.106], [-3.813, -7.158, 0.441], [-3.792, -6.974, -1.134], [-3.424, -5.584, -1.565], [-5.067, -7.284, -1.769], [-2.914, -7.810, 2.838], [-3.526, -6.097, 2.811], [-1.793, -6.511, 3.047], [-4.225, -8.156, 0.594], [-4.645, -6.598, 0.867], [-2.932, -7.593, -1.391], [-3.493, -5.319, -2.620], [-2.378, -5.564, -1.257], [-3.913, -4.779, -1.017], [-5.671, -6.507, -1.544], [-4.857, -7.198, -2.753], [-3.593, -0.816, 6.421], [-2.543, -1.465, 7.015], [-1.562, -1.964, 6.101], [-0.707, -3.015, 6.791], [-1.416, -4.281, 6.969], [-0.701, -5.203, 7.858], [-1.742, -6.280, 8.315], [-1.030, -7.421, 8.750], [-1.950, -8.330, 9.390], [-4.410, -0.635, 7.119], [-3.977, -1.346, 5.549], [-3.312, 0.185, 6.092], [-0.935, -1.090, 5.924], [-2.062, -2.277, 5.185], [-0.277, -2.728, 7.751], [0.153, -3.091, 6.125], [-2.369, -4.102, 7.250], [-0.371, -4.780, 8.806], [0.057, -5.722, 7.271], [-2.254, -6.654, 7.428], [-2.372, -5.881, 9.110], [-2.477, -7.864, 10.222], [-1.330, -9.126, 9.800], [-2.705, -8.750, 8.725], [3.635, -3.249, -2.939], [2.605, -2.295, -3.050], [2.535, -1.650, -4.312], [3.564, -0.544, -4.488], [3.328, 0.457, -3.467], [4.294, 1.579, -3.559], [4.053, 2.505, -2.367], [4.333, 1.833, -1.173], [4.427, 2.698, -0.050], [4.586, -2.773, -3.180], [3.548, -4.004, -3.719], [3.752, -3.737, -1.971], [1.568, -1.154, -4.394], [2.493, -2.336, -5.158], [3.530, -0.025, -5.445], [4.577, -0.948, -4.516], [3.210, 0.001, -2.574], [4.063, 2.110, -4.482], [5.348, 1.307, -3.625], [3.044, 2.917, -2.349], [4.716, 3.364, -2.470], [5.182, 3.476, -0.167], [4.605, 2.125, 0.860], [3.479, 3.207, 0.120], [0.179, 4.896, -5.432], [0.207, 4.540, -4.057], [-1.009, 4.786, -3.351], [-0.880, 4.052, -1.998], [-0.889, 2.627, -2.054], [-0.822, 2.015, -0.730], [-0.869, 0.535, -0.951], [-0.558, -0.062, 0.313], [-0.311, -1.425, 0.230], [-0.342, 4.139, -6.019], [1.244, 4.812, -5.651], [-0.080, 5.954, -5.476], [-1.853, 4.454, -3.956], [-1.141, 5.857, -3.196], [-1.655, 4.463, -1.352], [0.047, 4.439, -1.575], [-0.198, 2.315, -2.721], [-1.668, 2.350, -0.129], [0.057, 2.329, -0.167], [-0.143, 0.309, -1.732], [-1.817, 0.140, -1.316], [-1.278, -1.887, 0.028], [0.099, -1.851, 1.146], [0.355, -1.825, -0.534], [-3.244, 6.874, -8.312], [-2.779, 5.714, -8.983], [-3.558, 5.541, -10.197], [-3.061, 4.243, -10.943], [-1.840, 4.582, -11.738], [-1.232, 3.368, -12.339], [-0.563, 2.401, -11.293], [0.339, 3.199, -10.542], [0.922, 2.460, -9.410], [-2.653, 7.727, -8.645], [-2.946, 6.801, -7.266], [-4.298, 7.144, -8.361], [-3.456, 6.435, -10.811], [-4.599, 5.327, -9.956], [-3.828, 3.886, -11.630], [-3.015, 3.463, -10.183], [-1.203, 4.787, -10.982], [-0.465, 3.710, -13.034], [-1.938, 2.842, -12.982], [-0.154, 1.492, -11.734], [-1.386, 2.134, -10.629], [1.557, 1.624, -9.701], [0.105, 2.253, -8.718], [1.684, 3.071, -8.927], [7.851, -0.556, 6.325], [6.939, -1.693, 6.274], [5.610, -1.197, 6.022], [5.365, -0.659, 4.564], [5.246, -1.851, 3.663], [5.265, -1.582, 2.182], [6.709, -1.154, 1.723], [7.648, -2.150, 1.946], [8.864, -1.986, 1.235], [8.821, -0.934, 6.648], [7.502, 0.182, 7.048], [7.895, 0.014, 5.396], [5.434, -0.353, 6.688], [4.859, -1.954, 6.248], [6.169, 0.016, 4.269], [4.444, -0.077, 4.533], [6.152, -2.251, 3.862], [4.455, -0.903, 1.916], [4.997, -2.441, 1.567], [6.951, -0.160, 2.099], [6.570, -0.891, 0.674], [9.592, -2.791, 1.335], [9.318, -1.041, 1.533], [8.577, -1.978, 0.184], [-6.443, -1.514, 2.758], [-7.451, -1.479, 3.773], [-7.458, -2.635, 4.588], [-8.623, -2.587, 5.588], [-8.463, -1.579, 6.645], [-9.748, -1.299, 7.324], [-9.670, -0.004, 8.064], [-9.595, 1.061, 7.105], [-8.922, 2.182, 7.581], [-5.440, -1.669, 3.157], [-6.417, -0.597, 2.169], [-6.537, -2.309, 2.019], [-6.479, -2.782, 5.044], [-7.630, -3.550, 4.020], [-8.761, -3.557, 6.065], [-9.561, -2.472, 5.046], [-8.203, -0.744, 6.139], [-9.872, -2.065, 8.090], [-10.604, -1.384, 6.655], [-8.804, 0.068, 8.722], [-10.538, 0.153, 8.704], [-7.875, 1.924, 7.741], [-9.340, 2.570, 8.510], [-9.005, 3.005, 6.872], [4.007, 9.345, -4.123], [3.590, 9.927, -2.902], [2.575, 9.126, -2.315], [2.193, 9.597, -0.879], [3.129, 9.172, 0.121], [4.597, 9.503, -0.044], [5.572, 9.115, 1.062], [6.951, 9.382, 0.756], [7.306, 10.747, 0.679], [4.413, 8.363, -3.881], [4.819, 9.918, -4.569], [3.238, 9.335, -4.896], [2.935, 8.102, -2.406], [1.700, 9.263, -2.950], [1.160, 9.385, -0.604], [2.083, 10.673, -1.016], [2.835, 9.387, 1.063], [4.823, 10.542, -0.282], [4.999, 9.012, -0.930], [5.585, 8.029, 1.145], [5.410, 9.556, 2.045], [8.392, 10.826, 0.627], [6.939, 11.317, 1.533], [6.919, 11.185, -0.240], [-4.150, -0.839, -5.084], [-3.354, 0.463, -5.187], [-3.491, 1.213, -6.533], [-3.905, 1.272, -4.151], [-4.016, -1.319, -4.115], [-3.934, -1.602, -5.832], [-5.202, -0.598, -5.237], [-2.301, 0.391, -4.915], [-4.549, 1.320, -6.771], [-3.015, 0.670, -7.350], [-3.031, 2.200, -6.479], [-3.196, 1.750, -3.714]],
  "homo_energy_ev": -8.8,
  "de_lowest_kcal_mol": 90.81,
  "e_tot_ev": -105353.5501,
  "homo_lumo_gap_ev": 9.002,
  "total_charge": 0,
  "smiles": "COC[C@H](C)N.COC[C@H](C)N.COCCNCCOC.COCCNCCOC.COCCNCCOC.COCCNCCOC.COCCNCCOC.COCCNCCOC.COCCNCCOC.CC(C)O"
}

=====

{
  "formula": "C12H19ClILaN4O",
  "method": "ωB97M-V/def2-TZVPD",
  "species": ["C", "I", "H", "H", "H", "C", "C", "N", "C", "N", "H", "H", "C", "C", "N", "H", "N", "H", "La", "C", "O", "C", "C", "H", "H", "H", "C", "H", "H", "H", "C", "H", "H", "H", "C", "H", "H", "H", "Cl"],
  "coordinates": [[-1.539, 3.773, -0.376], [2.240, 3.771, -2.758], [-1.847, 3.932, 0.692], [-2.369, 3.406, -1.004], [-1.378, 4.828, -0.751], [2.562, -2.086, 0.288], [2.875, -0.939, 0.953], [2.231, 0.115, 0.275], [1.243, -0.520, -0.532], [1.573, -1.805, -0.614], [2.873, -3.101, 0.455], [3.654, -0.786, 1.695], [-1.972, -1.408, 2.090], [-1.104, -0.432, 0.264], [-1.229, -1.641, 0.924], [-2.917, 0.431, 2.861], [-2.019, 0.397, 0.869], [-2.173, -2.208, 2.787], [0.715, 2.885, -0.498], [-0.123, 0.016, -0.682], [-0.389, 0.939, -1.564], [-2.381, -0.119, 2.102], [-2.916, 1.241, 0.121], [-2.858, 2.253, 0.473], [-3.941, 0.973, 0.356], [-2.716, 1.120, -0.950], [-1.262, -2.947, 0.274], [-2.160, -3.508, 0.578], [-0.401, -3.519, 0.634], [-1.268, -2.840, -0.824], [1.197, -2.704, -1.724], [2.051, -2.858, -2.373], [0.365, -2.271, -2.269], [0.854, -3.653, -1.331], [3.178, 1.078, -0.372], [2.725, 1.571, -1.278], [4.039, 0.564, -0.790], [3.538, 1.793, 0.385], [1.049, 4.261, 1.613]],
  "homo_energy_ev": [2.4, 2.1],
  "de_lowest_kcal_mol": 0.00,
  "e_tot_ev": -42238.8544,
  "homo_lumo_gap_ev": [2.304, 2.496],
  "total_charge": -2
}

=====

{
  "formula": "H3NO5SSi",
  "method": "ωB97M-V/def2-TZVPD",
  "species": ["N", "O", "O", "O", "O", "O", "Si", "S", "H", "H", "H"],
  "coordinates": [[1.572, -0.184, -1.397], [-0.354, -0.285, 3.042], [-2.299, -0.077, 1.476], [-0.609, 1.347, -0.561], [-0.347, 1.379, 1.403], [-0.201, -0.919, 0.604], [-0.079, -0.155, -0.835], [-0.901, -0.005, 1.738], [1.737, 0.337, -2.327], [2.490, -0.551, -1.210], [-1.009, -0.889, -1.934]],
  "spin_multiplicity": 3,
  "homo_energy_ev": [-11.2, -10.9],
  "s_squared": 2.011,
  "e_tot_ev": -30486.2599,
  "homo_lumo_gap_ev": [11.561, 6.370],
  "total_charge": 0
}

=====

{
  "formula": "C3H7INO",
  "method": "ωB97M-V/def2-TZVPD",
  "species": ["C", "C", "C", "N", "O", "I", "H", "H", "H", "H", "H", "H", "H"],
  "coordinates": [[0.106, -0.994, -0.662], [1.028, 0.023, -0.206], [-1.355, 0.924, 0.715], [-0.169, -0.315, 0.573], [-2.267, 0.539, 1.619], [-3.743, -0.545, 1.036], [-0.394, -0.669, -1.483], [0.186, -1.994, -0.583], [1.899, -0.419, 0.324], [1.201, 1.046, -0.510], [-0.682, 1.753, 1.225], [-1.774, 1.111, -0.188], [0.068, -0.961, 1.317]],
  "homo_energy_ev": -13.7,
  "de_lowest_kcal_mol": 69.35,
  "e_tot_ev": -14852.3912,
  "homo_lumo_gap_ev": 9.169,
  "total_charge": 1
}